Entry 1:
The following is a quantum chemistry calculation of a structure of composition C5H10N in a non-equilibrium geometry, from the Open Molecules 2025 dataset.

Summary:
Largest force on an atom (eV/A): 8.84
Net charge: +1
Multiplicity: 3
HOMO (alpha / beta) (eV): -10.2 / -15.4
HOMO-LUMO gap (alpha / beta) (eV): 6.8 / 7.9

Last column: Löwdin charge in e.
Cartesian coordinates (Å):
C: 0.457 1.005 1.397  -0.0638
C: 1.590 0.465 0.579  -0.0176
C: -0.643 0.693 -1.129  0.0411
C: -0.859 -1.226 -1.220  0.0368
C: 0.129 0.271 0.143  -0.4144
N: -0.487 -1.147 0.201  0.0673
H: 0.045 0.618 2.405  0.1562
H: 0.037 1.937 1.273  0.0909
H: 2.208 1.265 0.148  0.1263
H: 2.117 -0.548 0.822  0.1534
H: -0.068 1.215 -1.852  0.0726
H: -1.600 1.332 -1.067  0.1327
H: -1.824 -1.394 -1.466  0.0757
H: -0.018 -1.535 -1.828  0.1290
H: -1.255 -1.108 0.960  0.2203
H: 0.171 -1.843 0.632  0.1933

Entry 2:
The following is a quantum chemistry calculation of a structure of composition C54H42BrIN6O2SiTi in a non-equilibrium geometry, from the Open Molecules 2025 dataset.

Summary:
Largest force on an atom (eV/A): 3.40
Net charge: -2
HOMO (alpha / beta) (eV): -0.5 / -0.6
HOMO-LUMO gap (alpha / beta) (eV): 4.5 / 4.6

Last column: Löwdin charge in e.
Cartesian coordinates (Å):
Ti: -0.062 -0.245 0.060  0.6858
O: 1.324 -4.013 -0.597  0.0202
C: 0.628 -3.056 -0.914  -0.4729
N: 0.998 -1.736 -0.823  -0.0393
C: 2.366 -1.418 -0.976  -0.2198
C: 3.297 -2.289 -1.558  -0.0275
C: 4.579 -1.879 -1.875  -0.1194
C: 4.968 -0.575 -1.610  -0.1175
C: 4.076 0.292 -1.007  -0.0348
C: 2.775 -0.105 -0.663  -0.2328
N: 1.831 0.795 -0.146  0.0035
C: 2.308 1.841 0.589  -0.4487
O: 3.402 1.868 1.160  0.0128
C: 1.521 3.132 0.654  -0.2042
C: 1.897 4.099 1.587  -0.0198
C: 1.268 5.329 1.560  -0.0857
C: 0.297 5.564 0.595  -0.0783
C: 0.002 4.544 -0.297  -0.1337
N: 0.603 3.360 -0.271  0.1242
C: -0.710 -3.320 -1.551  -0.2376
C: -1.149 -4.616 -1.785  -0.0083
C: -2.315 -4.793 -2.513  -0.0667
C: -2.974 -3.678 -3.011  -0.0538
C: -2.465 -2.423 -2.704  -0.1464
N: -1.374 -2.257 -1.974  0.0610
H: 3.001 -3.299 -1.787  0.0960
H: 5.258 -2.572 -2.358  0.0863
H: 5.957 -0.226 -1.882  0.0873
H: 4.373 1.309 -0.811  0.1044
H: 2.672 3.854 2.301  0.1077
H: 1.532 6.099 2.275  0.0936
H: -0.230 6.508 0.547  0.0912
H: -0.742 4.669 -1.080  0.1079
H: -0.574 -5.451 -1.409  0.1114
H: -2.698 -5.789 -2.702  0.0984
H: -3.864 -3.770 -3.619  0.1036
H: -2.939 -1.512 -3.062  0.0896
C: 1.724 -1.488 2.455  -0.1217
N: 0.763 -0.483 1.969  -0.0775
C: 0.373 0.500 2.716  -0.0968
C: -0.657 1.358 2.250  -0.3376
C: -1.319 2.415 2.862  -0.0390
C: -2.320 2.816 1.969  -0.0818
C: -2.222 1.993 0.853  -0.1929
N: -1.221 1.109 1.006  -0.1246
C: 2.798 -0.965 3.375  -0.2050
C: 4.003 -0.509 2.851  -0.0233
C: 4.953 0.075 3.676  -0.0755
C: 4.705 0.217 5.035  -0.1071
C: 3.515 -0.255 5.572  -0.1007
C: 2.573 -0.854 4.746  -0.0610
H: 2.185 -1.937 1.577  0.1116
H: 1.155 -2.271 2.965  0.1161
H: 0.790 0.681 3.702  0.1386
H: -1.091 2.838 3.829  0.1049
H: -3.020 3.627 2.100  0.0907
H: -2.806 2.028 -0.054  0.0810
H: 4.184 -0.597 1.787  0.1103
H: 5.880 0.434 3.250  0.1028
H: 5.434 0.699 5.675  0.0905
H: 3.315 -0.149 6.632  0.0923
H: 1.648 -1.235 5.168  0.1084
Br: -2.697 0.408 -6.085  0.4984
C: -3.328 2.073 -5.274  -0.7440
C: -4.048 2.913 -6.120  -0.2017
C: -4.571 4.087 -5.590  -0.1629
C: -4.361 4.391 -4.250  -0.1581
C: -3.614 3.522 -3.453  -0.2001
C: -3.083 2.330 -3.953  -0.3310
I: -0.888 0.941 -2.354  0.4905
H: -4.205 2.656 -7.165  0.0675
H: -5.143 4.756 -6.226  0.0743
H: -4.781 5.306 -3.833  0.0723
H: -3.445 3.784 -2.404  0.0546
C: -3.214 0.235 5.275  -0.1170
C: -2.087 -0.575 5.211  -0.1021
C: -1.754 -1.203 4.021  -0.1327
C: -2.513 -1.041 2.854  -0.2871
C: -3.631 -0.210 2.943  -0.0923
C: -3.984 0.414 4.135  -0.0984
Si: -1.921 -1.886 1.213  0.8013
C: -1.834 -3.666 2.006  -0.2694
C: -2.813 -4.054 2.931  -0.1220
C: -2.821 -5.316 3.506  -0.1028
C: -1.856 -6.252 3.152  -0.1196
C: -0.878 -5.898 2.237  -0.0955
C: -0.861 -4.617 1.688  -0.0945
C: -3.592 -2.049 0.266  -0.2752
C: -4.068 -0.919 -0.416  -0.1304
C: -5.231 -0.948 -1.171  -0.0817
C: -5.959 -2.127 -1.272  -0.1085
C: -5.495 -3.268 -0.630  -0.1103
C: -4.325 -3.228 0.120  -0.1022
H: -3.487 0.724 6.203  0.0865
H: -1.471 -0.715 6.094  0.0907
H: -0.887 -1.860 4.002  0.0915
H: -4.247 -0.053 2.065  0.0939
H: -4.865 1.046 4.172  0.0954
H: -3.593 -3.350 3.202  0.1052
H: -3.584 -5.576 4.233  0.0909
H: -1.865 -7.245 3.590  0.0863
H: -0.119 -6.617 1.946  0.0957
H: -0.063 -4.372 1.001  0.0652
H: -3.490 -0.003 -0.377  0.0594
H: -5.557 -0.054 -1.691  0.1068
H: -6.871 -2.159 -1.858  0.0902
H: -6.052 -4.196 -0.713  0.0910
H: -3.974 -4.140 0.589  0.0919

Entry 3:
The following is a quantum chemistry calculation of a structure of composition C34H44FN9O6STi in a non-equilibrium geometry, from the Open Molecules 2025 dataset.

Summary:
Largest force on an atom (eV/A): 1.85
Net charge: +2
HOMO (eV): -11.9
HOMO-LUMO gap (eV): 7.0

Last column: Löwdin charge in e.
Cartesian coordinates (Å):
Ti: -0.188 -2.642 -0.543  1.1486
S: 1.308 -4.029 3.476  1.0622
C: 1.379 -5.407 2.468  -0.3947
C: 0.828 -5.175 1.247  -0.1869
C: 0.320 -3.845 1.098  -0.2792
C: 0.518 -3.126 2.246  -0.5217
C: 0.018 -1.760 2.438  -0.2805
C: 0.443 -0.898 3.446  -0.0125
C: -0.125 0.359 3.537  -0.0468
C: -1.101 0.732 2.621  -0.0501
C: -1.449 -0.175 1.642  -0.1173
N: -0.909 -1.391 1.539  0.0859
H: 1.826 -6.321 2.834  0.0757
H: 0.801 -5.934 0.476  0.1044
H: 1.199 -1.224 4.151  0.1085
H: 0.180 1.040 4.323  0.1143
H: -1.595 1.694 2.675  0.1078
H: -2.226 0.061 0.922  0.1104
C: 0.960 4.723 -3.212  -0.0545
C: 0.130 4.412 -1.974  -0.1705
N: 0.364 3.049 -1.454  -0.0109
C: -0.540 2.087 -1.710  0.0617
C: -0.403 0.779 -1.351  -0.0277
C: -1.544 -0.132 -1.636  -0.5217
O: -2.586 0.285 -2.068  0.1275
O: -1.295 -1.397 -1.346  -0.1409
C: 0.766 0.360 -0.663  -0.2556
O: 1.039 -0.821 -0.348  -0.0426
C: 1.711 1.413 -0.318  -0.0421
C: 2.842 1.106 0.440  0.1007
C: 3.727 2.079 0.784  -0.1817
F: 4.784 1.730 1.546  0.0713
C: 3.564 3.422 0.386  -0.1199
C: 2.442 3.716 -0.373  0.0549
C: 1.502 2.735 -0.716  -0.1094
N: 4.495 4.442 0.695  -0.0802
C: 5.783 4.141 1.332  -0.1241
C: 6.632 5.416 1.347  -0.0703
N: 6.245 6.254 0.155  0.0685
C: 4.852 6.817 0.335  -0.0637
C: 4.015 5.771 1.070  -0.1247
H: 0.732 5.729 -3.568  0.0882
H: 0.726 4.020 -4.013  0.0897
H: 2.032 4.661 -3.012  0.0680
H: -0.929 4.475 -2.206  0.1265
H: 0.312 5.123 -1.171  0.1179
H: -1.436 2.385 -2.240  0.1578
H: 3.000 0.085 0.767  0.1520
H: 2.314 4.721 -0.752  0.1005
H: 6.296 3.375 0.759  0.1347
H: 5.691 3.784 2.359  0.1384
H: 7.690 5.186 1.288  0.1424
H: 6.462 6.034 2.223  0.1379
H: 6.245 5.656 -0.670  0.1834
H: 6.917 7.000 -0.011  0.1874
H: 4.469 7.035 -0.657  0.1368
H: 4.939 7.743 0.898  0.1413
H: 2.972 5.911 0.814  0.1248
H: 4.090 5.914 2.153  0.1392
N: -2.134 -3.778 -0.194  0.0270
C: -3.516 -3.271 -0.338  -0.2538
C: -4.535 -4.319 0.180  -0.1218
C: -5.927 -4.352 -0.452  -0.1545
C: -6.862 -3.180 -0.120  -0.1607
N: -6.665 -2.579 1.191  0.0469
C: -5.969 -1.428 1.377  -0.5279
N: -5.204 -0.967 0.441  0.1012
N: -6.097 -0.866 2.629  0.1420
C: -3.766 -2.991 -1.812  -0.5254
O: -4.588 -2.001 -2.116  0.1180
O: -3.274 -3.706 -2.653  0.1044
H: -2.024 -4.503 -0.903  0.0916
H: -2.031 -4.232 0.703  0.0993
H: -3.584 -2.358 0.250  0.1081
H: -4.631 -4.195 1.263  0.1178
H: -4.094 -5.304 0.016  0.1225
H: -6.396 -5.284 -0.132  0.1148
H: -5.839 -4.416 -1.539  0.1188
H: -7.894 -3.526 -0.172  0.1238
H: -6.761 -2.395 -0.860  0.1066
H: -7.191 -2.942 1.964  0.1403
H: -4.870 -1.464 -1.334  0.0674
H: -4.800 -0.074 0.691  0.0564
H: -6.941 -1.048 3.145  0.0975
H: -5.748 0.069 2.735  0.0934
N: 3.506 -3.175 -2.528  0.2185
C: 2.246 -3.178 -2.104  -0.4868
O: 1.962 -3.018 -0.903  -0.0409
C: 1.121 -3.351 -3.073  -0.1444
C: -0.088 -3.835 -2.262  -0.1922
H: 4.257 -3.091 -1.863  0.1294
H: 3.726 -3.371 -3.487  0.1236
H: 1.409 -4.032 -3.874  0.1250
H: 0.920 -2.381 -3.536  0.1327
H: 0.060 -4.879 -1.970  0.0849
H: -1.010 -3.756 -2.833  0.0574

Entry 4:
The following is a quantum chemistry calculation of a structure of composition C2H4N2O in a non-equilibrium geometry, from the Open Molecules 2025 dataset.

Summary:
Largest force on an atom (eV/A): 5.66
HOMO (eV): -10.5
HOMO-LUMO gap (eV): 10.5

Last column: Löwdin charge in e.
Cartesian coordinates (Å):
C: 0.530 -1.539 -2.036  -0.1495
C: -0.151 0.477 0.096  -0.0856
N: 0.583 -1.335 -3.152  0.0537
N: 0.376 -1.763 -0.202  0.0566
O: 0.776 -0.566 0.348  -0.2350
H: 0.308 1.193 -0.592  0.0918
H: -0.385 0.968 1.040  0.0885
H: -1.061 0.080 -0.353  0.0867
H: 1.146 -2.414 -0.037  0.0928

Entry 5:
The following is a quantum chemistry calculation of a structure of composition CH4N2O2 in a non-equilibrium geometry, from the Open Molecules 2025 dataset.

Summary:
Largest force on an atom (eV/A): 5.03
HOMO (eV): -9.0
HOMO-LUMO gap (eV): 9.4

Last column: Löwdin charge in e.
Cartesian coordinates (Å):
C: 0.644 -0.419 0.005  -0.3704
N: 1.554 0.573 0.079  0.1612
N: -1.944 -0.249 0.109  -0.0721
O: 0.618 -1.597 -0.178  0.1185
O: -0.879 0.567 -0.213  -0.2183
H: 2.582 0.321 -0.095  0.1648
H: 1.270 1.442 -0.202  0.0631
H: -1.844 -1.198 -0.369  0.0971
H: -1.823 -0.414 1.087  0.0561

Entry 6:
The following is a quantum chemistry calculation of a structure of composition C24H35N3O2 in a non-equilibrium geometry, from the Open Molecules 2025 dataset.

Summary:
Largest force on an atom (eV/A): 18.98
HOMO (eV): -8.1
HOMO-LUMO gap (eV): 8.3

Last column: Löwdin charge in e.
Cartesian coordinates (Å):
C: -4.635 -0.731 1.768  0.0042
C: -5.124 0.434 0.995  -0.3482
N: -6.410 0.718 0.916  0.0748
O: -6.737 1.725 0.201  0.0878
C: -5.591 2.099 -0.313  -0.1812
C: -4.653 1.402 0.359  -0.2812
C: -3.222 1.560 0.291  0.0179
H: -2.936 2.779 0.009  0.1884
H: -2.647 1.247 0.858  -0.0319
C: -2.599 1.047 -1.215  -0.1026
C: -2.759 -0.227 -1.152  -0.3978
O: -3.706 -0.973 -1.768  -0.0430
N: -1.655 -1.170 -0.602  0.0682
H: -0.863 -0.342 -0.177  0.2328
C: -1.463 -2.432 -0.554  -0.4183
C: -0.207 -2.773 -1.015  -0.1893
N: 0.989 -2.238 -0.398  -0.2261
C: 1.064 -2.670 0.972  -0.2617
C: -0.046 -2.223 1.651  -0.2043
C: -1.414 -2.856 1.141  -0.0407
H: -2.336 -2.618 1.468  0.0351
H: -1.447 -3.898 1.175  0.0776
H: -0.265 -1.137 1.892  0.1179
H: -0.102 -2.719 2.881  0.1886
H: 1.967 -1.971 1.114  0.1506
H: 1.365 -3.684 0.850  0.1288
C: 2.212 -2.319 -1.197  -0.0452
C: 3.261 -1.047 -0.625  -0.1684
C: 4.401 -1.695 -0.106  -0.0106
C: 5.439 -0.828 0.405  0.0421
C: 5.106 0.660 0.481  -0.0849
C: 3.800 0.971 0.033  -0.0920
C: 2.941 0.171 -0.376  -0.1625
H: 1.909 0.359 -0.704  0.1423
H: 3.537 1.968 0.314  0.1218
C: 6.143 1.710 1.135  -0.1404
H: 5.639 2.162 1.658  -0.0415
H: 6.893 0.977 1.874  0.2078
C: 6.712 2.433 0.021  -0.4002
C: 7.511 3.578 0.733  -0.0463
H: 8.515 2.903 1.354  0.1700
H: 6.921 4.151 1.560  0.1067
H: 7.966 4.043 -0.099  0.0283
C: 7.475 1.401 -0.959  0.0151
H: 8.235 1.093 -0.550  -0.0401
H: 8.103 2.104 -1.780  0.1524
H: 6.967 0.686 -1.408  0.0177
H: 6.053 2.744 -0.500  0.0217
H: 6.407 -1.066 0.515  0.0484
H: 4.610 -2.632 -0.309  0.0497
H: 2.016 -1.764 -2.268  0.1642
H: 2.628 -3.119 -1.291  -0.0032
H: 0.005 -2.306 -2.266  0.1968
H: 0.069 -3.919 -1.079  0.1589
H: -2.175 -2.954 -0.832  0.0799
H: -1.570 1.513 -1.183  0.1447
H: -3.299 1.382 -2.087  0.1828
C: -5.707 3.524 -0.919  0.0820
H: -4.744 4.239 -0.698  0.1575
H: -5.427 3.262 -1.742  -0.0303
H: -6.484 3.993 -0.879  -0.0144
H: -3.803 -0.437 2.407  0.0695
H: -4.275 -1.425 0.869  0.1130
H: -5.596 -1.251 2.391  0.1602